Arrangement a

Below is a 2-piece molecular cluster, CClFN2O3 overall, with properties calculated with wB97M-V/def2-TZVPD.

The structure (SMILES) is O=[N+]([O-])F.[O-][N+]#CCl. The HOMO energy comes out at -9.6156 eV. Its multiplicity is 1.

CARTESIAN COORDINATES (ANGSTROEM)
O -0.912 1.699 -0.367
N -1.506 0.995 0.264
O -2.620 0.681 0.472
F -0.514 0.191 1.085
O 0.461 -2.093 -1.378
N 1.101 -1.279 -0.832
C 1.399 -0.456 -0.068
Cl 2.592 0.261 0.823

---

Arrangement b

Below is CClFN2O3 as an isolated structure, with properties calculated with wB97M-V/def2-TZVPD.

The HOMO energy comes out at -10.4364 eV. Its multiplicity is 1.

CARTESIAN COORDINATES (ANGSTROEM)
C 0.498 -0.434 0.160
N -0.012 -1.354 -0.750
N -0.438 1.181 -0.076
O -1.160 -1.681 -0.480
O 0.222 2.103 -0.325
O -1.566 0.985 0.091
F 0.329 -0.686 1.490
Cl 2.128 -0.114 -0.110

---

Structures ranked by computed energy, the most stable listed first: arrangement b, arrangement a.

---

Arrangement a

Below is a 2-piece molecular cluster, C2H10N2 overall, with properties calculated with wB97M-V/def2-TZVPD.

The structure (SMILES) is CN.CN. The HOMO energy comes out at -8.1406 eV. Its multiplicity is 1.

CARTESIAN COORDINATES (ANGSTROEM)
C -0.230 -1.086 -1.979
N -0.729 0.095 -1.328
H -0.918 -1.942 -1.949
H -0.006 -0.843 -3.017
H 0.694 -1.438 -1.514
H -0.696 0.251 -0.320
H -1.479 0.596 -1.762
C 1.050 0.827 1.572
N -0.319 0.329 1.728
H 1.588 0.761 2.517
H 1.514 0.328 0.725
H 0.950 1.864 1.253
H -0.998 0.911 2.171
H -0.421 -0.652 1.901

---

Arrangement b

Below is a 2-piece molecular cluster, C2H10N2 overall, with properties calculated with wB97M-V/def2-TZVPD.

The structure (SMILES) is NCN.C. The HOMO energy comes out at -9.3704 eV. Its multiplicity is 1.

CARTESIAN COORDINATES (ANGSTROEM)
N 1.143 -0.806 0.366
C 0.342 -0.395 -0.801
N 0.916 0.732 -1.557
H 1.178 0.014 0.961
H 2.075 -1.067 0.072
H -0.692 -0.144 -0.455
H 0.169 -1.297 -1.429
H 0.356 0.863 -2.388
H 0.960 1.499 -0.898
C -2.094 0.282 1.739
H -2.745 0.331 0.864
H -2.728 0.368 2.649
H -1.405 -0.563 1.821
H -1.392 1.109 1.616

---

Structures ranked by computed energy, the most stable listed first: arrangement b, arrangement a.

---

Arrangement a

Below is C20H44CrNOP3Se as an isolated structure, with properties calculated with wB97M-V/def2-TZVPD.

The expectation value of S² is 3.798. Its net charge is +3. The HOMO energy (alpha / beta) comes out at -16.5699 / -16.5704 eV. Its multiplicity is 4.

CARTESIAN COORDINATES (ANGSTROEM)
Cr 0.591 0.406 0.605
P -0.103 1.033 2.749
P 0.570 2.439 -0.417
P 2.757 -0.110 1.022
H -1.273 -2.228 -0.614
C -0.351 -1.801 -0.180
C -0.425 -1.473 1.294
H -1.453 -1.323 1.652
C -1.915 1.177 2.956
C 0.485 2.659 3.335
C 0.381 -0.095 4.108
C 0.646 2.374 -2.241
C -0.996 3.341 -0.121
C 1.909 3.590 0.047
C 2.962 -1.758 1.794
C 3.606 1.032 2.166
C 3.859 -0.181 -0.422
H 0.497 -2.448 -0.441
H 0.171 -2.113 1.947
H -2.383 0.189 2.855
H -2.327 1.837 2.181
H -2.152 1.592 3.948
H 0.106 3.463 2.694
H 1.581 2.693 3.341
H 0.120 2.822 4.360
H 0.020 -1.108 3.893
H -0.068 0.253 5.050
H 1.473 -0.126 4.220
H 0.594 3.385 -2.680
H -0.197 1.770 -2.605
H 1.576 1.880 -2.552
H -1.061 4.225 -0.772
H -1.081 3.664 0.921
H -1.829 2.664 -0.359
H 1.860 4.505 -0.561
H 2.881 3.116 -0.127
H 1.830 3.873 1.101
H 4.035 -1.999 1.856
H 2.458 -2.517 1.178
H 2.526 -1.775 2.803
H 4.672 0.769 2.213
H 3.182 0.968 3.177
H 3.515 2.064 1.806
H 4.801 -0.686 -0.152
H 4.069 0.839 -0.772
H 3.365 -0.735 -1.238
C 1.248 -2.809 -3.827
C 0.505 -3.811 -3.133
C 0.403 -5.105 -3.639
C 0.974 -5.432 -4.878
C 1.643 -4.438 -5.612
C 1.766 -3.154 -5.106
Se 1.608 -1.144 -3.174
H -0.254 -0.782 -0.687
H 0.035 -3.534 -2.191
H -0.125 -5.871 -3.070
H 0.884 -6.438 -5.275
H 2.073 -4.670 -6.585
H 2.286 -2.386 -5.679
C -4.923 1.691 -1.034
N -4.738 0.549 -0.159
C -5.888 0.020 0.557
C -3.516 0.005 -0.030
O -2.506 0.466 -0.591
H -5.998 1.798 -1.185
H -4.410 1.528 -1.987
H -4.532 2.613 -0.580
H -5.520 -0.770 1.223
H -6.386 0.808 1.139
H -6.631 -0.394 -0.143
H -3.487 -0.887 0.631

---

Arrangement b

Below is C20H44CrNOP3Se as an isolated structure, with properties calculated with wB97M-V/def2-TZVPD.

The expectation value of S² is 3.985. Its net charge is +3. The HOMO energy (alpha / beta) comes out at -15.9657 / -15.9658 eV. Its multiplicity is 4.

CARTESIAN COORDINATES (ANGSTROEM)
Cr 0.689 1.307 0.228
P -0.579 0.233 1.861
P -1.036 2.445 -0.789
P 1.965 2.450 1.750
H -0.398 -3.889 1.336
C 0.605 -3.639 0.956
C 1.685 -3.849 1.920
H 1.491 -3.720 2.982
C -1.809 -0.907 1.164
C -1.589 1.380 2.869
C 0.324 -0.769 3.090
C -1.043 2.001 -2.552
C -2.784 2.199 -0.366
C -0.806 4.250 -0.785
C 3.393 1.338 2.022
C 1.418 2.892 3.429
C 2.730 3.995 1.168
H 0.793 -4.172 0.011
H 2.649 -4.204 1.563
H -1.460 -1.941 1.261
H -1.991 -0.707 0.103
H -2.756 -0.795 1.706
H -1.673 2.362 2.390
H -1.134 1.519 3.857
H -2.595 0.959 2.991
H 0.804 -1.646 2.632
H -0.384 -1.126 3.853
H 1.098 -0.169 3.586
H -1.513 2.821 -3.111
H -1.611 1.070 -2.681
H -0.013 1.856 -2.906
H -3.367 3.020 -0.803
H -2.941 2.188 0.717
H -3.121 1.247 -0.796
H -1.319 4.672 -1.659
H 0.260 4.507 -0.831
H -1.235 4.673 0.133
H 4.204 1.929 2.467
H 3.737 0.909 1.072
H 3.116 0.520 2.698
H 2.182 3.539 3.881
H 1.280 2.007 4.063
H 0.472 3.442 3.381
H 3.468 4.318 1.918
H 1.962 4.770 1.052
H 3.230 3.846 0.201
C 2.956 0.068 -1.566
C 2.491 -1.036 -0.839
C 3.105 -2.281 -0.997
C 4.165 -2.434 -1.904
C 4.645 -1.320 -2.613
C 4.055 -0.068 -2.434
Se 2.114 1.810 -1.358
H 0.579 -2.491 0.688
H 1.639 -0.889 -0.148
H 2.750 -3.120 -0.399
H 4.613 -3.415 -2.053
H 5.484 -1.430 -3.300
H 4.429 0.816 -2.949
C -5.004 -2.034 -3.502
N -3.934 -2.719 -2.796
C -4.087 -4.141 -2.517
C -2.997 -1.984 -2.160
O -2.970 -0.745 -2.168
H -5.501 -2.764 -4.144
H -4.582 -1.220 -4.100
H -5.740 -1.608 -2.804
H -3.099 -4.565 -2.298
H -4.743 -4.325 -1.652
H -4.518 -4.634 -3.394
H -2.250 -2.608 -1.624

---

Structures ranked by computed energy, the most stable listed first: arrangement b, arrangement a.

---

Arrangement a

Below is a 10-piece molecular cluster, C6H32O10 overall, with properties calculated with wB97M-V/def2-TZVPD.

The structure (SMILES) is CO.CO.CO.CO.CO.CO.O.O.O.O. The HOMO energy comes out at -9.2346 eV. Its multiplicity is 1.

CARTESIAN COORDINATES (ANGSTROEM)
C 13.577 28.562 -22.917
O 14.747 27.675 -22.901
H 12.940 28.365 -22.054
H 13.785 29.605 -23.158
H 13.039 28.132 -23.762
H 15.267 27.902 -22.127
C 11.522 31.116 -28.153
O 11.910 30.037 -27.309
H 10.931 31.912 -27.700
H 12.504 31.421 -28.515
H 10.983 30.634 -28.969
H 11.161 29.610 -26.885
C 11.413 22.179 -24.712
O 10.301 21.824 -23.941
H 11.724 21.374 -25.378
H 11.248 23.039 -25.360
H 12.244 22.454 -24.063
H 9.876 22.654 -23.714
C 8.082 24.917 -25.726
O 7.412 25.927 -24.960
H 7.574 23.978 -25.509
H 7.965 25.212 -26.769
H 9.123 24.797 -25.426
H 6.637 25.458 -24.643
C 9.525 24.981 -22.144
O 10.292 24.518 -23.222
H 9.782 25.980 -21.791
H 8.455 25.027 -22.347
H 9.636 24.238 -21.354
H 10.747 25.276 -23.596
C 9.056 28.305 -27.547
O 9.778 28.641 -26.347
H 9.706 28.422 -28.414
H 8.534 27.357 -27.413
H 8.200 28.957 -27.720
H 9.084 28.694 -25.687
O 14.848 26.503 -25.329
H 15.494 27.025 -25.806
H 14.798 26.913 -24.466
O 11.807 25.172 -28.260
H 12.359 24.931 -27.516
H 12.257 24.808 -29.022
O 13.426 24.397 -25.850
H 14.009 24.007 -26.502
H 13.975 25.027 -25.384
O 11.458 26.323 -25.239
H 11.208 26.890 -25.968
H 11.999 25.642 -25.639

---

Arrangement b

Below is a 11-piece molecular cluster, C6H32O10 overall, with properties calculated with wB97M-V/def2-TZVPD.

The structure (SMILES) is C/C=C(\C)CC.O.O.O.O.O.O.O.O.O.O. The HOMO energy comes out at -9.1428 eV. Its multiplicity is 1.

CARTESIAN COORDINATES (ANGSTROEM)
C -2.025 0.109 0.795
C -0.765 0.436 0.111
C -0.205 -0.133 -0.959
C -0.911 -1.304 -1.589
C 0.868 0.491 -1.790
C 2.219 -0.196 -1.434
H -2.363 -0.914 0.790
H -2.980 0.526 0.472
H -1.976 0.202 1.882
H -0.211 1.328 0.392
H -1.476 -1.970 -0.908
H -1.592 -1.015 -2.399
H -0.268 -1.895 -2.221
H 0.691 0.251 -2.825
H 0.998 1.553 -1.668
H 2.957 -0.140 -2.236
H 2.688 0.276 -0.589
H 1.992 -1.226 -1.220
O 1.830 -3.279 1.262
H 1.732 -3.123 0.293
H 2.016 -2.393 1.589
O -1.285 0.771 -4.220
H -1.668 0.762 -3.341
H -2.170 0.929 -4.586
O -2.565 1.996 -2.181
H -2.609 1.432 -1.385
H -2.387 2.812 -1.761
O 0.096 1.970 3.140
H 0.419 2.303 3.978
H -0.355 1.088 3.369
O -1.211 3.541 0.371
H -1.553 3.247 1.202
H -0.785 4.361 0.484
O 0.985 -3.842 -1.286
H 0.668 -4.786 -1.206
H 0.264 -3.261 -1.631
O 1.869 4.173 -0.553
H 2.209 4.211 -1.434
H 1.419 3.338 -0.545
O -0.443 -0.732 3.583
H 0.149 -1.148 2.969
H -1.078 -1.485 3.639
O -0.557 -4.688 2.197
H -0.591 -5.073 1.300
H 0.292 -4.235 2.162
O 2.137 0.596 1.689
H 2.581 1.157 0.975
H 1.311 1.066 1.928

---

Structures ranked by computed energy, the most stable listed first: arrangement b, arrangement a.

---

Arrangement a

Below is a 2-piece molecular cluster, C9H20N2O4S overall, with properties calculated with wB97M-V/def2-TZVPD.

The structure (SMILES) is CC(C)C[C@H](N)C(=O)O.N[C@@H](CS)C(=O)O. The HOMO energy comes out at -9.2541 eV. Its multiplicity is 1.

CARTESIAN COORDINATES (ANGSTROEM)
C -3.848 1.360 0.743
C -2.712 1.329 -0.280
C -2.255 2.746 -0.628
C -1.505 0.520 0.218
C -1.760 -0.896 0.753
N -0.556 -1.525 1.315
C -2.371 -1.847 -0.294
O -3.258 -1.525 -1.047
O -1.863 -3.080 -0.268
H -4.293 0.369 0.875
H -3.495 1.721 1.719
H -4.646 2.032 0.411
H -3.091 0.845 -1.186
H -3.079 3.330 -1.051
H -1.440 2.736 -1.362
H -1.896 3.273 0.264
H -0.760 0.457 -0.589
H -1.027 1.081 1.036
H -2.504 -0.847 1.557
H 0.274 -1.194 0.826
H -0.438 -1.286 2.294
H -1.170 -3.057 0.432
N 3.142 0.521 -1.430
C 3.655 -0.603 -0.670
C 4.270 -0.129 0.649
S 5.714 0.936 0.398
C 2.656 -1.724 -0.376
O 2.815 -2.591 0.448
O 1.565 -1.668 -1.167
H 2.870 0.224 -2.360
H 2.299 0.882 -0.990
H 4.448 -1.067 -1.258
H 3.511 0.396 1.243
H 4.599 -0.992 1.229
H 5.129 1.704 -0.536
H 1.019 -2.434 -0.919

---

Arrangement b

Below is a 2-piece molecular cluster, C9H20N2O4S overall, with properties calculated with wB97M-V/def2-TZVPD.

The structure (SMILES) is CC[C@H](C)[C@H](N)C(=O)O.N[C@@H](CS)C(=O)O. The HOMO energy comes out at -9.1936 eV. Its multiplicity is 1.

CARTESIAN COORDINATES (ANGSTROEM)
C 2.033 -2.212 1.017
C 1.509 -1.395 -0.173
C 0.622 -2.143 -1.173
C 0.151 -1.157 -2.242
C -0.568 -2.902 -0.590
N -1.344 -1.965 0.198
C -0.153 -4.184 0.190
O -0.561 -4.610 1.236
O 0.781 -4.885 -0.509
H 2.572 -3.117 0.718
H 1.241 -2.504 1.627
H 2.711 -1.623 1.625
H 1.018 -0.471 0.207
H 2.343 -1.060 -0.776
H 1.193 -2.902 -1.632
H 1.018 -0.735 -2.766
H -0.428 -1.618 -2.952
H -0.403 -0.366 -1.812
H -1.180 -3.315 -1.430
H -2.189 -2.438 0.515
H -0.837 -1.746 1.084
H 1.041 -5.582 0.046
N 0.741 4.011 0.698
C -0.634 3.524 0.353
C -1.431 3.152 1.572
S -0.834 1.625 2.317
C -1.447 4.387 -0.593
O -2.479 4.074 -1.140
O -0.705 5.456 -1.016
H 1.204 4.155 -0.169
H 0.603 4.915 1.059
H -0.598 2.623 -0.281
H -1.385 3.844 2.330
H -2.457 3.049 1.277
H 0.117 2.230 2.926
H -1.265 5.885 -1.741

---

Structures ranked by computed energy, the most stable listed first: arrangement a, arrangement b.

---

Arrangement a

Below is a 5-piece molecular cluster, C2H14NO5 overall, with properties calculated with wB97M-V/def2-TZVPD.

Its net charge is -1. The HOMO energy comes out at -5.3173 eV. Its multiplicity is 1.

CARTESIAN COORDINATES (ANGSTROEM)
C -0.684 -0.858 1.333
O 0.618 -0.682 1.809
C -0.829 -0.634 -0.177
N 0.324 -1.207 -0.924
H -1.435 -0.207 1.812
H -0.941 -1.891 1.564
H -0.895 0.431 -0.409
H -1.757 -1.122 -0.494
H 1.131 -0.903 -0.382
H 0.374 -0.641 -1.763
H -1.312 3.335 1.247
H -0.162 2.630 0.498
O -0.833 3.357 0.417
H -0.579 -3.417 -1.012
H -1.581 -4.255 -0.311
O -1.341 -3.993 -1.207
H 1.380 1.854 -0.929
H 0.875 2.709 -2.039
O 1.402 1.913 -1.914
H 1.668 2.099 1.449
H 0.945 0.243 1.443
O 1.226 1.539 0.805

---

Arrangement b

Below is a 5-piece molecular cluster, C2H14NO5 overall, with properties calculated with wB97M-V/def2-TZVPD.

Its net charge is -1. The HOMO energy comes out at -5.1319 eV. Its multiplicity is 1.

CARTESIAN COORDINATES (ANGSTROEM)
C -0.713 1.962 0.543
O -0.898 1.137 1.675
C 0.722 2.083 0.080
N 0.813 2.025 -1.367
H -1.418 1.529 -0.169
H -1.119 2.942 0.812
H 1.249 2.907 0.569
H 1.268 1.241 0.507
H 1.741 2.097 -1.752
H 0.348 1.196 -1.710
H -1.776 -3.268 1.301
H -2.118 -1.918 0.766
O -2.539 -2.695 1.192
H -0.250 -1.735 -1.258
H -0.262 -2.746 -2.470
O -0.502 -1.843 -2.244
H 2.240 -0.292 1.174
H 1.925 -0.727 -0.224
O 2.616 -0.786 0.444
H -0.313 -2.136 0.454
H -0.684 0.227 1.413
O -0.327 -1.201 0.263

---

Structures ranked by computed energy, the most stable listed first: arrangement a, arrangement b.

---

Arrangement a

Below is a 2-piece molecular cluster, C2H3F2I overall, with properties calculated with wB97M-V/def2-TZVPD.

The HOMO energy (alpha / beta) comes out at -8.9574 / -9.0736 eV. Its multiplicity is 1.

CARTESIAN COORDINATES (ANGSTROEM)
C -0.219 -0.065 -0.085
C 2.862 1.157 -0.069
F 2.632 1.666 1.144
F 3.204 2.158 -0.878
I 4.212 -0.471 -0.056
H 0.177 -1.054 -0.188
H -0.753 0.227 0.789
H -0.094 0.632 -0.893

---

Arrangement b

Below is the molecule C2H3F2I, with properties calculated with wB97M-V/def2-TZVPD.

The structure (SMILES) is FC[C@@H](F)I. The HOMO energy comes out at -9.8546 eV. Its multiplicity is 1.

CARTESIAN COORDINATES (ANGSTROEM)
F 1.572 -0.992 0.072
C 0.790 0.084 -0.299
C -0.683 -0.054 0.183
F -1.318 -0.654 -0.824
I -0.988 -0.836 2.107
H 1.180 1.125 0.020
H 0.599 0.253 -1.382
H -1.152 1.073 0.122

---

Structures ranked by computed energy, the most stable listed first: arrangement b, arrangement a.

---

Arrangement a

Below is a 2-piece molecular cluster, CH5INP overall, with properties calculated with wB97M-V/def2-TZVPD.

The HOMO energy comes out at -8.4110 eV. Its multiplicity is 1.

CARTESIAN COORDINATES (ANGSTROEM)
C -0.183 0.285 1.246
N 0.564 0.203 0.002
P 0.368 -1.098 -1.056
I 1.125 -0.076 -3.081
H -0.508 1.289 1.399
H -1.043 -0.404 1.154
H 0.326 -0.092 2.127
H 0.835 1.038 -0.367
H -1.484 -1.145 -1.424

---

Arrangement b

Below is a 2-piece molecular cluster, CH5INP overall, with properties calculated with wB97M-V/def2-TZVPD.

The HOMO energy (alpha / beta) comes out at -8.3146 / -8.3074 eV. Its multiplicity is 1.

CARTESIAN COORDINATES (ANGSTROEM)
C 0.355 0.687 0.604
N -0.069 -0.351 -0.338
P 0.798 -1.654 -0.900
I 1.053 -0.357 -4.050
H 0.007 1.603 0.256
H 0.115 0.530 1.720
H 1.429 0.960 0.736
H -0.886 -0.171 -0.881
H -0.249 -2.416 -1.308

---

Structures ranked by computed energy, the most stable listed first: arrangement a, arrangement b.